Record 1
10
Properties=species:S:1:pos:R:3:forces:R:3 method="wB97M-V/def2-TZVPD" spin_multiplicity=3 molar_mass_g_mol=90.1 e_above_lowest_kj_mol=128.0 total_charge=-1 e_tot_ev=-9660.7591
O 1.0509 -1.4317 2.7018 1.7 0.4 0.6
O 1.6688 -0.2410 0.9089 1.0 0.8 -0.7
N -0.9489 -0.3992 -0.9443 -1.1 0.7 -1.0
N 0.8193 -0.8616 1.5544 -0.5 -1.8 2.1
N -0.3343 -1.1141 1.2673 -1.7 0.3 -0.9
C -0.5180 0.9759 -0.9732 -1.1 0.7 1.0
H -0.3783 -0.9363 -1.5895 0.4 -0.1 0.0
H 0.5722 1.0382 -1.0779 -0.2 0.5 0.1
H -1.0505 1.4445 -1.8895 0.8 -0.3 1.3
H -0.8813 1.5251 0.0420 0.9 -1.2 -2.5

***

Record 2
180
Properties=species:S:1:pos:R:3:forces:R:3 method="wB97M-V/def2-TZVPD" molar_mass_g_mol=1137.3 e_above_lowest_kj_mol=0.0 total_charge=0 e_tot_ev=-110808.5790
O -2.7523 -1.0038 -0.8977 0.7 -0.5 1.5
O 5.5578 3.5606 -2.7500 -0.4 2.0 -0.6
O 4.3276 -0.7991 1.6699 0.7 -0.7 -0.1
O -1.1198 -4.8013 -0.1207 0.9 -0.9 -0.5
O -0.5080 1.7194 -2.6308 0.2 0.3 -1.2
O 1.3224 -1.7610 5.0731 -0.6 -0.5 -0.4
O -1.9373 1.5506 -7.9697 -0.1 0.4 0.7
O -2.9597 2.3630 -1.8778 -0.2 -0.1 -0.3
O 5.6274 2.8118 -0.7172 -0.2 -0.7 -0.2
O -4.8773 -1.7953 3.1022 0.3 1.3 0.8
O -0.2671 3.6027 1.5825 0.0 0.7 0.1
O -2.2249 -2.2622 4.6290 0.7 1.3 -0.4
O -1.7999 -4.4466 4.7759 1.3 0.2 -0.5
O 1.4314 0.4901 -2.5014 -1.1 0.3 1.2
O 1.5172 1.2825 6.9575 0.3 0.1 0.5
O 0.5973 -0.5124 -6.7745 0.5 -1.1 -0.7
O -0.6877 3.7950 -4.6919 -0.5 1.0 -0.1
O -3.3903 -6.1019 2.0645 -1.5 1.2 -1.7
O -2.0194 -0.8494 -3.0363 -0.1 0.1 0.1
O 3.3970 5.1767 0.2663 0.8 0.1 0.1
O 2.4868 3.2105 -1.6776 0.9 0.5 0.2
O -0.1946 5.0812 3.2582 0.3 0.4 0.2
O -5.1015 -4.6657 1.9633 0.5 -0.5 -0.6
O 3.6236 1.7629 1.0723 1.1 0.4 -1.4
O 0.9473 -2.3920 7.1858 -0.1 -0.4 -0.7
O -6.0980 -0.8448 4.7789 1.0 -0.5 -1.0
O 1.6925 -3.4367 -1.1418 -0.9 -0.1 1.0
O -0.4592 1.6545 4.8399 -0.5 -1.5 0.2
O 5.3007 -3.2571 -4.3340 0.2 0.5 0.6
O 3.3476 0.3206 -6.4570 -1.7 -0.8 0.6
C -2.5650 -3.3543 4.9310 -1.8 -1.7 0.6
C 0.6256 -1.4676 -7.8750 -0.9 -0.5 0.5
C 1.3208 -2.4147 3.7454 -0.9 -0.4 1.1
C -5.0373 -4.0029 -0.3181 -0.2 -0.1 -0.3
C -2.1213 3.7000 3.1079 -0.6 2.8 0.7
C -1.2770 -3.8223 0.8464 -1.8 2.0 -0.5
C -5.8918 -4.0403 0.9545 -1.2 0.3 0.3
C -4.4668 0.5154 3.6283 -0.2 -1.3 -1.5
C 1.9679 -3.7464 4.1637 0.9 -1.3 -1.0
C -3.8954 -3.8318 5.5180 -0.9 2.4 0.7
C -3.9706 0.1912 -4.1284 2.2 -2.2 1.9
C -4.1561 -5.2276 -0.1428 -1.0 -0.8 1.2
C 3.3292 1.5668 -7.0749 0.9 -0.3 -1.6
C -5.2319 -0.7577 3.9305 -1.1 -0.1 1.0
C 1.2736 -4.0825 5.4838 0.1 -0.8 0.6
C 1.1771 -0.2337 -0.2147 0.1 0.0 -1.0
C 3.0185 -3.7902 -0.7954 0.1 0.3 0.6
C -2.3191 -5.5279 5.5424 0.6 -0.6 0.9
C 4.1060 -3.5003 -5.0321 0.1 -1.0 -1.6
C -3.2829 2.8665 -0.5980 2.3 -0.4 0.2
C 5.4496 1.2941 -2.6473 1.2 0.2 -1.4
C 0.3041 0.9603 -0.5182 -0.7 0.2 0.4
C 5.5381 2.5683 -1.9075 0.9 0.3 1.8
C -2.4118 -0.1210 -4.2639 -0.6 -0.3 0.5
C 5.1753 3.1372 -4.0565 1.9 -1.0 -0.4
C -0.7887 4.1367 2.5354 -0.1 -1.8 -0.5
C -1.1602 2.6466 -7.4551 1.0 0.1 -0.9
C 0.3039 1.0940 -2.0036 1.9 -1.0 0.8
C 2.4081 5.8624 1.0279 -1.4 0.1 -1.8
C -1.0197 5.4964 4.3729 -0.9 0.5 -1.3
C 2.2150 -0.0111 -1.2921 0.0 1.7 -0.8
C 1.1132 -2.7368 6.0398 0.3 2.6 1.1
C -4.2769 -0.3623 -2.6751 1.0 3.1 -0.4
C -2.9520 -0.7719 -2.0372 -0.9 0.6 -3.4
C 2.8686 2.5165 1.9761 0.3 1.8 0.7
C -4.0674 0.2313 2.1208 0.7 -0.7 2.7
C -0.7332 0.7761 3.7340 -0.3 1.1 -1.2
C -3.8160 -5.3368 5.4615 0.0 -0.5 2.0
C 2.1430 4.2780 -2.5482 0.3 0.9 0.2
C 5.6914 -0.9480 1.2289 -0.6 0.1 -0.6
C -2.0208 4.3461 4.5742 0.6 -0.3 -1.3
C -3.8091 -1.3265 2.2069 -3.7 1.7 -1.2
C -4.1416 -5.4244 1.3602 1.6 -0.9 2.4
C -1.6481 4.8452 -4.4551 0.3 -0.1 -0.3
C 5.7988 1.7442 -4.1246 1.1 -0.9 1.8
C 1.8187 0.7246 8.2422 -1.1 -1.2 -0.3
H 1.7487 0.6421 6.2745 -0.1 -0.1 0.2
H 1.5555 -0.2627 0.7950 0.4 0.1 0.2
H 2.1345 3.9046 -3.5584 -0.3 -0.1 -0.4
H -0.2923 -1.4531 -8.4362 -0.7 0.5 -0.2
H -1.3704 2.9192 -6.4289 -0.4 -0.6 0.1
H -4.1246 -5.7219 4.5185 -0.7 -0.4 -0.6
H -1.5076 3.6294 5.2051 -0.6 -0.3 0.3
H -2.2626 2.6415 2.9953 0.1 -0.3 0.4
H -4.9813 -1.1222 -2.6974 -1.1 -1.7 0.1
H -2.6993 3.7811 -0.4374 -0.2 0.1 0.3
H 0.9426 0.1571 8.6198 0.4 0.1 -0.2
H -4.9408 0.5366 1.5583 0.3 -0.2 -0.7
H 5.7172 -1.2985 0.1608 0.1 0.5 0.7
H -2.9280 4.1913 2.4719 0.8 -0.4 0.8
H -3.1411 -5.2178 -0.4750 0.5 0.1 -0.5
H -4.0745 1.2320 -4.1663 -0.5 1.4 -0.2
H -6.8175 -4.6697 0.7993 0.9 0.6 0.1
H 3.8146 -4.5553 -4.8891 -0.2 0.3 -0.2
H -4.2662 -5.8502 6.3604 0.0 0.5 -1.2
H -2.3563 -3.7563 1.0223 0.1 -0.2 0.4
H 4.0203 0.0842 1.3880 0.3 0.0 0.1
H -5.7024 -4.1195 -1.1659 0.0 0.1 -0.3
H 5.4427 1.0384 -4.8506 -0.6 0.0 -0.5
H 1.3822 -1.2585 -8.6324 0.5 -0.1 0.5
H -4.6709 -6.1378 -0.4827 0.2 0.1 -0.3
H 2.5592 1.6619 -7.8899 0.7 -0.2 0.5
H 2.0712 5.3204 1.8862 0.1 -0.2 0.7
H -0.5191 1.1130 5.6676 0.3 0.8 -0.9
H 2.8201 -0.7979 -1.6886 0.1 -0.8 0.1
H 1.6158 -3.3820 -2.0845 0.0 0.1 -0.6
H 4.3085 5.3650 0.5667 -0.9 -0.1 -0.1
H -2.3111 4.8196 -5.3567 0.5 0.7 0.7
H 0.2400 -2.5240 3.4342 1.1 0.0 0.3
H -2.2800 4.6461 -3.5747 0.2 -0.1 -0.3
H 2.8199 5.1764 -2.5342 -0.2 -1.0 0.3
H 1.8055 -4.6938 6.2934 -0.6 0.6 -1.5
H -4.7419 -3.2424 5.0636 0.8 -1.2 -0.2
H -1.9257 -5.4118 6.5814 -0.4 0.0 -0.5
H -3.6454 0.5462 4.3234 0.5 0.1 0.1
H -1.9188 -6.4918 5.1839 -0.3 0.6 -0.3
H 3.2649 -2.8740 -4.7649 0.2 0.4 0.7
H 2.0122 1.4754 8.9826 0.3 0.8 0.0
H 1.1673 4.6649 -2.2679 -0.4 0.0 -0.2
H 4.3107 2.3054 0.6078 -0.6 -0.5 0.4
H -4.5601 -0.3375 -4.8435 -0.3 -0.1 -0.6
H -0.6345 1.3760 2.7946 0.2 -0.3 0.8
H -6.2136 -3.0759 1.3926 0.2 -0.4 -0.5
H 3.1724 2.3620 -6.3894 -0.2 0.9 0.8
H 1.5026 5.9532 0.3682 0.7 -0.4 0.4
H -1.5365 6.4132 4.0385 0.1 -0.2 0.1
H 0.5991 -2.5365 -7.5183 0.8 1.2 0.1
H 6.2720 -1.6936 1.7887 -0.7 0.1 0.3
H -1.9698 1.6078 -8.9252 0.1 0.1 -0.1
H 2.2256 1.7946 2.4387 -0.6 -0.1 0.5
H -0.8240 -4.0020 1.8172 0.5 0.0 0.0
H 1.8466 -1.7896 3.0131 0.2 -0.3 0.4
H -0.3763 5.7988 5.1903 0.1 -0.5 0.2
H 3.5511 2.9591 2.7750 -0.9 -0.4 -0.8
H -0.2115 -4.7421 -0.4458 -0.1 0.0 -0.1
H -1.8067 0.7842 -4.2344 -0.2 0.0 -0.1
H -0.0456 -0.0458 3.6283 0.4 -0.4 0.4
H -0.5928 3.3165 -3.8782 0.3 -0.7 0.6
H 0.2581 -4.4640 5.3270 0.3 -0.2 0.0
H 2.3933 0.1289 -6.3000 0.7 -0.4 0.1
H 3.5418 -2.9081 -0.3865 -0.1 -0.3 -0.1
H 6.9559 1.6912 -4.1773 -1.8 0.7 -0.1
H 2.8565 0.8353 -1.0002 -0.2 -0.3 -0.2
H 2.6506 0.0227 8.2144 0.1 0.1 -0.1
H -5.1107 1.3619 3.8154 -0.1 0.2 -0.1
H -1.9899 2.2598 -1.9752 -0.4 -0.1 0.1
H -0.0637 0.1588 -6.9487 -0.3 0.1 -0.2
H 2.6345 6.8922 1.2277 0.6 0.4 0.4
H -0.0950 2.3838 -7.5276 0.0 0.0 0.3
H -4.6819 0.4589 -2.0490 0.2 -0.5 -0.3
H 1.8761 -4.5936 3.4134 0.3 1.2 0.7
H 4.3556 1.6235 -7.4723 -0.5 0.7 -0.3
H -0.7311 0.9101 -0.1442 0.5 0.2 0.0
H -4.3088 3.1010 -0.5606 -1.3 0.1 0.1
H -3.1429 0.7468 1.9022 0.0 0.2 -0.6
H -1.1408 -2.8097 0.3869 0.8 -0.5 0.7
H -1.0972 5.8122 -4.2599 -0.8 -0.8 -0.6
H 4.1113 3.0868 -4.0879 -0.8 0.1 -0.4
H -3.9706 -3.3923 6.5477 0.4 -0.7 -0.4
H 2.2522 3.3472 1.4948 0.8 -1.3 0.6
H 0.8329 1.8816 -0.2272 -0.4 0.0 0.4
H 6.2025 0.0112 1.3653 0.1 -0.1 -0.4
H -2.1023 -0.6992 -5.1635 -0.4 0.1 0.9
H -4.4408 -3.1015 -0.4821 -0.1 0.0 0.4
H 6.0047 -3.7740 -4.7422 -0.2 0.1 0.1
H 4.4458 1.0095 -2.4849 -1.3 -0.8 -0.3
H -1.7591 0.3833 3.6762 0.3 0.0 0.6
H 3.0400 -4.5942 -0.0278 -0.2 0.4 -0.6
H 3.0888 3.6017 -1.0164 -0.4 -0.2 0.0
H -4.0805 -1.7886 1.2654 0.7 -0.2 -0.2
H -1.2189 3.5768 -8.0336 -0.5 -0.2 -0.2
H 3.4756 -4.1049 -1.7077 1.0 -0.5 -0.3
H 5.6308 3.8256 -4.7442 -0.2 0.4 -0.4
H -2.8840 -1.5814 2.6036 1.7 -0.4 0.5
H 6.1416 0.5408 -2.3244 0.1 -0.3 0.6
H 3.0424 -3.5344 4.4268 -0.9 -0.3 -0.7
H 4.2617 -3.3024 -6.1191 -0.2 -0.3 0.5
H 0.6803 -1.1545 -0.4440 -0.5 -0.6 0.1
H -2.9598 4.7449 4.9395 -0.1 -0.3 0.3
H -2.9941 2.1419 0.2021 -0.4 0.5 -0.4

***

Record 3
88
Properties=species:S:1:pos:R:3:forces:R:3 method="wB97M-V/def2-TZVPD" molar_mass_g_mol=633.8 smiles=COCCCCCCCCCCCc1cc2c(cc1CCCC(F)(F)C(F)(F)F)Nc1ccc(Cc3ccccc3)cc1S2 total_charge=0 e_tot_ev=-65973.2172
S -3.8822 -0.2740 -2.0975 0.3 -0.3 2.6
F 0.7609 -0.5522 5.0882 -3.9 2.3 -2.2
F -1.4242 1.4763 6.4783 3.1 0.5 -3.3
F -0.0412 0.4318 3.0686 -1.5 -0.5 5.0
F -1.6007 -0.5737 4.6798 4.2 3.0 -1.0
F 0.9259 1.8101 6.0233 -4.1 -0.5 -1.9
O 5.6996 -0.3738 -0.4029 -0.6 1.9 1.5
N -5.5705 -0.2297 0.6935 2.0 -0.1 -1.9
C -2.1213 3.2673 0.2969 -2.7 -2.7 0.1
C 1.9223 -5.6779 0.6170 -4.9 -0.4 -1.9
C -3.5544 1.0372 -0.7452 0.3 1.6 2.8
C 3.8091 0.0025 -4.3962 0.2 -0.1 -0.1
C -3.6473 -4.5609 -0.4276 -1.9 3.2 0.5
C -4.2040 1.9633 1.8204 1.8 -0.3 -3.3
C -3.4176 -3.2852 -1.4776 -2.5 0.8 4.2
C -4.5181 0.8539 0.6099 3.8 3.8 -0.1
C 1.3363 0.5419 -3.2813 0.2 -0.5 -1.4
C -0.3757 0.2568 4.5087 1.4 -3.2 0.1
C 6.0111 0.0296 0.9979 0.4 0.2 0.5
C -1.3801 -5.9021 -0.2617 4.7 0.4 1.2
C 5.5397 0.9204 -2.5810 -0.2 0.6 0.2
C 4.4425 1.3603 -3.7174 0.9 -0.2 -0.9
C -2.3791 3.2402 4.2911 0.3 -0.9 0.4
C 4.9320 0.7132 -1.0714 0.2 -0.1 0.2
C -5.2443 -2.8962 1.3607 2.8 0.4 -4.1
C -2.9888 -6.0422 -0.6978 1.5 1.4 1.4
C -3.0248 3.1388 1.6589 -0.2 -1.8 -2.3
C 1.0292 3.1385 -2.3737 0.6 0.2 -0.4
C -0.1538 -6.5887 -1.1501 0.3 1.8 2.9
C -0.4228 1.6504 5.3741 0.3 1.1 0.9
C 2.1847 0.0393 -4.6220 0.0 -1.3 -0.1
C 0.7428 2.0443 -3.5617 0.4 0.1 -0.6
C -0.8834 -5.0535 1.0844 3.0 -1.8 -1.7
C -4.0931 -1.8557 -1.0442 -0.4 -2.1 2.5
C -2.4063 2.1947 -0.9120 -2.1 -0.3 3.3
C -4.9847 -1.6127 0.3505 1.3 -3.8 -0.5
C -2.7740 4.1462 2.9499 -0.2 -1.1 0.4
C 0.7293 -4.9561 1.5138 -0.4 -2.1 -3.2
C 0.5259 3.6111 0.3070 0.2 -0.8 0.4
C -0.9067 4.3631 0.0435 -0.5 -0.5 1.0
C -0.7517 2.9968 4.4489 -0.3 0.6 1.2
C 1.4444 -6.4767 -0.7366 -2.8 1.7 2.4
C 0.9743 2.5391 -0.8490 0.4 -0.4 -0.3
C -4.5551 -4.3328 0.9397 0.3 2.6 -1.9
H -2.7550 3.7393 5.2841 0.7 -0.9 -2.0
H 1.0989 -4.3829 2.4837 -1.2 -1.3 -2.3
H 5.1354 0.6365 1.5069 1.6 -1.2 -1.2
H 6.3688 1.7659 -2.5126 -1.6 -1.9 -0.1
H -3.0207 -6.4027 -1.8105 -0.2 0.7 2.3
H 4.3730 -0.1813 -5.4308 -1.4 0.4 2.2
H -0.9709 5.2472 0.8423 -0.1 -1.9 -1.9
H -0.3172 3.9095 5.0827 -0.7 -2.1 -1.5
H 3.0674 -5.6326 0.8531 -2.6 0.0 -0.3
H -4.7370 -5.2416 1.6777 0.5 2.1 -1.8
H 0.3190 1.5471 -0.8644 1.2 2.3 0.3
H -0.5010 -7.1838 -2.1103 1.0 1.3 2.2
H 5.0422 1.6785 -0.4070 -0.2 -1.6 -1.6
H 6.0156 -0.0949 -2.9353 -0.8 2.1 0.8
H 4.1128 -0.9291 -3.7169 -0.9 2.0 -1.3
H 2.2421 -6.9836 -1.4276 -1.8 1.1 1.5
H 2.0766 2.1786 -0.5794 -2.4 0.7 -0.5
H 2.1350 3.5398 -2.5459 -2.4 -0.7 0.4
H -3.7612 4.7189 3.2139 1.9 -1.1 -0.7
H 3.8040 0.3986 -1.0296 2.0 0.6 -0.4
H -2.7871 -3.3569 -2.4621 -1.4 0.1 2.2
H 1.3076 2.4498 -4.5308 -1.3 -0.8 2.1
H -3.4644 -6.7795 0.0765 0.7 1.3 -1.8
H 0.3146 4.0534 -2.5720 1.4 -1.8 0.6
H -0.3996 1.9738 -3.8842 2.3 0.2 0.9
H -4.8256 1.9145 2.8222 1.4 0.1 -2.3
H 2.0932 0.4963 -2.3898 -1.7 0.1 -1.5
H 6.2190 -0.8966 1.6962 -0.4 1.6 -1.8
H 1.4293 4.3532 0.5326 -2.1 -1.3 -0.8
H 5.0531 1.9083 -4.5815 -1.3 -1.0 1.9
H 0.4585 -0.2571 -3.1580 1.9 1.9 0.1
H 1.8532 -1.0861 -4.8410 0.8 2.4 0.4
H 1.8966 0.6416 -5.5993 0.6 -1.0 2.1
H 6.9842 0.6940 0.9793 -1.9 -1.2 0.1
H 3.6382 2.1356 -3.3546 1.5 -1.7 -0.5
H -1.0463 4.7973 -1.0389 0.4 -0.9 2.2
H 0.3993 2.9810 1.3117 0.2 1.3 -2.1
H -1.7616 2.2775 -1.8989 -1.6 -0.3 2.2
H -0.2349 2.9632 3.3986 -0.9 -0.3 2.2
H -2.8630 2.1568 4.2630 0.8 2.4 -0.2
H -1.9217 4.9359 2.7789 -1.7 -1.6 0.1
H -1.6365 -4.5239 1.8147 1.6 -1.2 -1.8
H -6.2670 0.0204 -0.0715 1.0 -0.6 1.2
H -5.8705 -2.7029 2.3370 1.4 -0.6 -2.2